1.
8
Properties=species:S:1:pos:R:3:forces:R:3:lowdin_charge:R:1 method="wB97M-V/def2-TZVPD" multiplicity=1 charge=0 homo_ev=-7.13 energy_ha=-466.01929 e_lumo_ev=0.227 orbital_gap_ha=0.2704
H 1.299 1.224 -1.863 -0.13 0.06 0.17 0.1213
O -0.157 1.893 -0.597 0.83 -0.53 -0.42 -0.0110
O 0.337 0.014 2.310 0.19 0.17 -0.61 0.2316
C 0.808 1.189 -0.869 -0.85 0.59 0.21 -0.3281
C 1.387 0.244 0.065 0.11 -0.22 0.38 -0.0794
C 0.812 0.139 1.271 0.18 -0.25 0.14 -0.1584
H 2.259 -0.372 -0.156 -0.33 0.18 0.14 0.1149
Mg -1.765 -2.078 -1.244 0.00 0.00 0.00 0.1091

2.
8
Properties=species:S:1:pos:R:3:forces:R:3:lowdin_charge:R:1 method="wB97M-V/def2-TZVPD" multiplicity=1 charge=0 homo_ev=-9.78 energy_ha=-300.19075 smiles="N#CC(O)=C=N" e_lumo_ev=0.112 orbital_gap_ha=0.3636
N -1.050 -0.796 2.357 0.39 0.33 -0.73 0.1572
C -0.548 -0.342 1.418 -0.43 -0.25 0.74 -0.1644
C 0.086 0.239 0.274 -0.18 -0.11 0.10 -0.3509
O 1.036 1.220 0.456 0.02 0.26 -0.02 0.0368
C -0.155 -0.246 -0.926 -0.11 -0.02 -0.21 -0.0700
N -0.349 -0.697 -2.044 -0.02 0.38 0.77 0.1889
H 0.597 2.078 0.415 0.10 0.01 0.09 0.1136
H 0.328 -1.442 -2.145 0.24 -0.62 -0.73 0.0889

3.
9
Properties=species:S:1:pos:R:3:forces:R:3:lowdin_charge:R:1 method="wB97M-V/def2-TZVPD" multiplicity=1 charge=0 homo_ev=-10.80 energy_ha=-375.39707 smiles="O=Cc1ncon1" e_lumo_ev=-0.454 orbital_gap_ha=0.3801
O -2.616 0.403 -0.240 3.31 -4.35 3.04 0.0103
C -1.768 -0.419 0.264 -0.70 3.78 -3.63 -0.0896
C -0.254 -0.072 0.063 1.56 -2.05 -0.15 -0.2963
N 0.400 1.111 0.067 3.24 0.12 0.85 0.1318
C 1.729 0.738 0.035 -1.23 2.12 0.70 -0.1227
O 1.819 -0.582 -0.136 2.08 1.36 0.43 -0.0341
N 0.631 -1.100 -0.090 -4.12 -0.50 0.37 0.0672
H -1.853 -1.474 0.668 -0.79 1.21 -0.25 0.1326
H 2.768 1.348 0.334 -3.36 -1.70 -1.36 0.2007